ORCA calculation (ωB97M-V/def2-TZVPD) on 8 unconnected molecules or ions with the total composition C56H126N8O3 in a non-equilibrium geometry.

```
193
Properties=species:S:1:pos:R:3:forces:R:3
O -1.7380 1.2189 0.1086 0.49 -0.84 -0.26
O -0.9739 -0.6073 -0.8777 -0.06 2.14 1.66
O 0.2376 0.6944 0.3767 0.10 0.14 0.20
N -0.5405 5.0810 0.2146 0.17 -1.68 0.43
N -0.8112 0.3772 -0.1526 -0.53 -1.57 -1.61
N 0.3056 2.4429 5.6210 0.20 0.52 0.33
N -5.4237 -1.7654 0.6310 -0.27 0.02 1.70
N 2.7475 -4.4405 3.8050 0.83 -0.29 -0.16
N -2.1959 -5.7881 -2.6100 1.62 0.23 -1.44
N -0.9878 -0.6045 -8.1923 0.63 0.20 -0.88
N 6.4410 4.2110 -0.0551 0.86 0.43 -0.17
C -2.7321 -5.1710 -1.2608 1.38 0.37 -1.74
C -5.2980 0.2187 -0.7227 0.04 0.12 -1.95
C -1.5216 3.0762 9.1842 2.00 -0.48 -2.10
C -0.0390 -9.0805 -3.2082 1.17 -1.57 -0.22
C -0.7804 6.4635 0.8521 -0.05 0.33 -0.68
C -0.8941 7.6134 -0.1342 1.94 0.15 0.19
C -0.3545 0.4214 -10.3520 -1.15 1.39 1.08
C 0.2266 4.0697 -1.8682 1.63 -0.23 0.22
C -1.0053 3.2904 7.6580 -1.00 -0.02 0.34
C 1.8363 -5.6533 4.1608 -0.77 -0.72 -0.63
C 0.0882 2.3277 7.1908 0.26 0.25 -0.26
C -4.0795 -0.4794 2.5396 -0.31 -1.85 0.48
C -0.3322 4.0975 1.3786 -0.75 1.26 -1.35
C -5.9172 -3.1902 0.3057 2.04 0.83 -1.18
C -2.4321 -3.6570 -1.4735 1.08 -0.43 -0.90
C 4.6584 2.4076 0.1105 -0.41 -1.78 -0.64
C 6.7048 4.0893 -1.5765 0.74 -0.07 1.57
C -0.5752 -0.7792 -6.7374 -0.01 0.56 -0.77
C 2.1790 -3.4059 2.8204 -2.73 -1.72 1.85
C 3.7202 -6.5789 3.0965 0.42 0.44 -0.39
C 3.1530 -3.8369 5.1585 -0.39 1.00 -1.65
C -6.6808 -0.8895 0.8207 -1.04 1.13 -0.88
C 3.4331 1.9734 0.9273 0.38 0.39 0.06
C -0.1837 -2.3015 2.5156 0.09 -0.26 -0.66
C 7.5309 3.3819 0.7479 -0.51 0.46 -0.19
C 0.9433 1.3720 3.5429 2.29 0.16 0.76
C -1.0322 -3.6378 -2.1768 -0.11 -0.29 0.98
C -1.0827 0.3092 -5.7886 -1.81 -2.08 2.23
C -6.8252 -0.0686 -0.5100 1.50 -0.44 1.28
C 8.3807 5.6766 0.5623 -0.68 0.79 -0.58
C -0.4867 1.1549 3.7099 -2.20 1.01 -0.31
C 1.3620 1.5379 5.0122 0.35 -0.02 0.85
C 0.6986 3.9378 5.2283 -0.64 -1.88 0.07
C -1.6343 -7.2422 -2.4276 0.32 0.82 -0.01
C 4.9882 3.8511 0.3271 1.76 0.43 0.56
C 0.8419 -2.8940 3.4717 0.59 1.28 -0.61
C -3.1885 -5.8169 -3.7467 -0.82 0.29 0.88
C 3.9881 -5.0131 3.0536 -0.34 -2.39 1.05
C -0.8842 -7.8868 -3.6576 -0.89 -0.47 1.12
C -2.5235 -0.8346 -8.4391 1.75 -0.25 0.32
C -1.7352 4.5645 -0.6669 -0.25 0.36 0.67
C -4.5552 -1.1031 -0.5598 -2.76 -0.59 1.42
C -1.1954 4.3925 -2.0473 -0.52 0.15 -1.36
C 2.7082 -6.8980 4.1651 1.27 0.44 0.52
C -0.9800 -4.8765 -3.0758 -0.78 0.47 0.31
C -0.9071 -0.2874 -4.2884 0.90 1.18 -1.02
C -0.9847 1.9504 4.9344 1.74 0.16 0.02
C -0.5957 0.7471 -8.8477 0.03 -0.20 -0.64
C -3.7331 -0.5843 4.0866 -0.56 -0.14 -1.09
C 8.8136 4.2534 0.7598 0.14 -1.07 0.19
C 0.6942 4.9434 -0.7403 -1.09 2.13 -0.11
C -0.0701 -1.5758 -9.0002 -0.69 -0.80 0.90
C -1.3810 8.8581 0.5429 -2.63 0.90 0.87
C 0.1000 -1.0056 -10.3469 0.66 -0.16 -2.12
C 6.8617 5.6466 0.4627 -1.50 -0.74 -0.07
C -4.6758 -1.8819 2.0001 0.29 1.82 -0.53
H -0.6025 0.0787 3.8389 -0.82 0.25 -0.13
H -1.3080 5.3008 -2.6392 0.19 0.36 0.26
H -2.0608 2.1500 9.3829 -0.25 0.17 -0.43
H 4.1003 -4.7652 1.9981 -0.56 0.72 0.25
H -7.5471 -1.4575 1.1597 0.18 -0.71 -0.65
H -0.5559 -3.0097 1.7753 -0.03 -0.28 0.05
H 7.7274 4.4515 -1.6819 -0.06 -0.08 -0.27
H 8.8428 6.0727 -0.3420 -0.13 0.34 0.18
H -2.2406 -2.9940 -0.6298 -0.88 -0.48 0.48
H 1.2770 -5.5762 5.0932 0.40 0.76 0.08
H -3.4527 -4.8105 -4.0714 0.26 0.05 0.07
H 3.4005 -2.8100 4.8895 0.67 -0.01 0.38
H -2.8100 -6.3927 -4.5912 0.10 0.04 0.28
H -2.4726 -7.8119 -2.0265 0.08 -0.27 -0.29
H -0.8675 -1.8167 -6.5751 -0.69 0.21 0.81
H 0.3118 -3.6265 4.0804 0.53 -0.19 0.01
H 0.8738 -1.6953 -8.4683 -0.11 0.48 0.15
H -1.4867 2.8883 4.6971 -0.77 -0.67 0.08
H 0.2753 1.1764 -10.8225 0.45 -0.29 0.26
H 8.6592 6.2798 1.4264 0.01 0.22 -0.30
H 0.5076 -0.8740 -6.6560 0.14 0.53 -0.48
H -3.7416 -5.5632 -1.1378 0.03 0.40 0.13
H -4.9639 -3.6624 0.0687 -0.07 -0.58 0.19
H -3.1552 -0.2273 2.0198 -0.05 -0.08 -0.38
H 0.7216 5.9847 -1.0614 0.96 -0.09 -0.26
H -5.1404 0.5370 -1.7532 -0.04 0.03 -0.24
H -0.0574 -5.4555 -3.0336 -0.21 0.12 0.30
H 9.3816 4.2299 1.6898 -0.37 -0.69 0.17
H 1.0662 -5.7362 3.3940 0.17 0.08 -0.35
H -0.6826 1.3189 -5.8811 0.30 -0.37 -0.22
H 0.2537 -1.4919 1.9314 -0.03 0.28 0.07
H -3.6967 0.4032 4.5466 -0.50 -0.07 0.04
H -2.6906 -0.7893 -9.5153 -0.01 0.23 0.16
H -3.1118 -3.1908 -2.1868 -0.37 -0.06 0.30
H -1.7306 6.4741 1.3860 -0.08 -0.78 0.11
H -2.0343 3.9550 9.5753 0.29 -0.17 -0.09
H 2.3377 1.9045 5.3309 0.08 0.21 -0.58
H -4.4604 -1.2550 4.5441 -0.17 0.50 0.38
H -3.8473 -2.5840 1.9068 -0.22 -0.22 -0.24
H 1.8903 -4.0287 1.9737 0.31 0.23 -0.32
H 4.6200 -7.1812 3.2217 0.05 0.22 -0.30
H 2.2582 -7.8516 3.8888 -0.63 0.34 0.22
H -1.1046 -4.5454 -4.1068 -0.36 -0.57 -0.05
H -1.4065 1.4698 -8.7560 0.14 -0.07 0.46
H 4.0035 -4.3868 5.5614 -0.41 0.05 0.23
H 0.9458 -9.0856 -3.6752 0.23 0.59 0.27
H 0.0912 7.9575 -0.4485 0.36 -0.67 -0.50
H 2.9246 -2.6568 2.5537 -0.09 -0.12 0.27
H 2.6189 2.6007 0.5643 -0.49 -0.10 0.53
H 6.3282 6.4000 -0.1168 0.43 -0.03 -0.43
H -1.0409 -1.9450 3.0868 0.00 0.10 -0.10
H -6.4314 -3.1602 -0.6549 -0.59 0.07 0.41
H -1.4742 0.1202 -3.4515 -0.63 0.56 -0.57
H -7.3676 0.8715 -0.4092 -0.05 -0.20 0.35
H -7.3170 -0.6211 -1.3106 0.40 -0.12 -0.11
H -4.8239 0.2784 2.2953 0.20 0.16 0.51
H -2.1690 0.3572 -5.8642 -0.07 0.37 -0.49
H 1.0516 3.9301 4.1971 -0.13 -0.17 0.05
H -6.6758 -0.1408 1.6128 1.18 -0.14 0.17
H -0.4733 -1.5542 -11.0942 0.16 -0.15 0.03
H 0.7321 4.2458 -2.8178 0.51 -0.04 0.29
H -0.1439 1.2836 7.4008 -0.04 -0.08 -0.26
H -0.4663 -2.5888 -9.0700 -0.54 0.13 0.40
H 7.6464 2.3816 0.3306 0.01 0.22 -0.21
H 9.5345 3.9272 0.0101 -0.24 -0.03 -0.16
H 7.0719 3.2805 1.7314 0.18 0.06 0.12
H 0.0087 6.6416 1.5826 0.12 -0.12 -0.12
H -4.8662 1.0533 -0.1704 -0.36 -0.23 0.66
H 3.1683 -6.9056 2.2151 0.74 0.38 -0.73
H 2.2547 -3.7456 5.7691 0.36 -0.52 0.22
H -4.1037 -6.2540 -3.3474 0.03 -0.31 -0.24
H 0.4529 3.0630 -1.5168 -0.42 -0.55 -0.46
H 3.1542 0.9213 0.8688 0.15 0.01 -0.66
H 1.0980 -2.0339 4.0904 0.14 -0.22 0.62
H -1.2811 4.1322 1.9138 0.22 -0.25 0.37
H -0.1635 3.1203 0.9261 0.25 0.10 0.38
H 6.6990 3.0240 -1.8071 -0.25 0.20 -0.26
H -0.9908 1.6060 2.8552 -0.49 -0.91 -0.28
H -1.2999 0.5896 -10.8678 -0.11 -0.44 -0.10
H -0.2107 4.5356 5.2911 0.36 0.13 0.37
H -2.7756 -1.8377 -8.0950 0.06 0.10 0.07
H -1.4412 1.2335 5.6169 -0.54 0.76 0.12
H 1.6143 4.5839 -0.2795 -0.32 0.37 0.49
H 4.9213 3.9927 1.4058 0.18 0.41 0.10
H -3.0628 -0.0692 -7.8810 0.04 -0.09 -0.27
H -0.9627 9.2695 1.4615 1.51 -0.34 -0.39
H 6.0584 4.7133 -2.1936 -0.24 -0.18 0.36
H -0.9474 -7.0447 -1.6047 0.28 -0.53 -0.02
H 1.3265 0.4381 3.1315 0.69 0.31 -0.11
H 1.1497 -1.0835 -10.6299 -0.05 -0.05 -0.13
H -3.4872 -1.1115 -0.3419 -0.32 0.00 0.18
H -4.8383 -1.7661 -1.3774 0.52 0.15 -0.20
H -0.5180 2.9057 9.5737 -0.30 0.42 1.33
H 4.3329 4.5865 -0.1397 0.01 -0.17 -0.27
H 1.0291 2.5669 7.6862 0.17 -0.05 -0.24
H -1.8050 3.2427 6.9189 -0.36 0.09 0.19
H 3.6497 2.0924 1.9889 -0.26 0.54 0.13
H -2.5409 5.2986 -0.6542 0.02 -0.16 0.42
H -1.1054 -1.3583 -4.2436 0.39 0.01 -0.32
H -1.4377 7.3048 -1.0271 -0.38 0.35 0.08
H 1.5391 4.2382 5.8539 -0.42 0.11 0.24
H -1.5381 9.6785 -0.1573 0.27 -0.08 0.00
H 3.2373 -7.0852 5.0995 -0.38 0.30 0.35
H -0.2200 -3.6494 -1.4500 -0.11 -0.47 0.38
H 0.0991 -9.3698 -2.1664 -0.12 0.92 0.33
H 1.2946 0.5510 5.4701 -0.32 0.00 0.30
H -1.5619 -8.3843 -4.3515 -0.42 0.84 -0.15
H 0.4962 4.5194 1.9476 -0.06 -0.46 0.12
H -1.6017 3.6632 -2.7482 -0.81 -0.34 0.70
H 5.4689 1.7351 0.3914 0.32 0.35 0.12
H -5.4654 -2.3056 2.6207 0.35 0.22 0.47
H -2.0329 3.6120 -0.2286 -0.18 0.26 0.05
H -0.8778 -2.6419 -2.5921 -0.17 -0.38 -0.83
H 1.2247 2.2069 2.9011 0.02 -0.04 0.07
H 6.3579 5.6790 1.4288 0.38 0.02 0.30
H -0.3622 -10.0448 -3.6002 -0.83 0.20 -0.24
H 4.4579 2.1436 -0.9279 0.07 0.30 -0.22
H -2.7702 -1.0309 4.3343 0.18 -0.19 -0.58
H 4.8591 -4.6532 3.6012 0.03 -0.34 -0.08
H -2.0500 -5.5452 -0.4973 -0.25 -0.21 0.06
H -2.3548 8.7072 1.0088 -0.73 -0.30 -0.54
H 0.3350 1.1012 -8.4042 -0.16 -0.10 0.33
H -6.4120 -3.7288 1.1139 -0.18 0.57 -0.05
H 0.1118 -0.0040 -4.0244 0.33 -0.81 0.21
H -0.2552 -7.1709 -4.1865 -0.20 0.05 0.07
H -0.5760 4.2899 7.5879 -0.18 0.13 0.22
```
Positions in Å, forces in eV/Å.

Summary:
LUMO level (alpha / beta) = -14.90 / -18.76 eV
expectation value of S² = 0.757
charge = +7
HOMO-LUMO gap (alpha / beta) = 7.79 / 3.92 eV
spin multiplicity = 2

Mulliken population analysis, charges in e, atoms 1 to 99:
1 O -0.3342
2 O -0.3019
3 O -0.2578
4 N 0.6690
5 N 0.9454
6 N 0.3630
7 N 0.3400
8 N 0.4449
9 N 0.4139
10 N 0.2138
11 N 0.1182
12 C -0.9660
13 C -0.5413
14 C -1.1577
15 C -1.3829
16 C -0.8044
17 C -0.0501
18 C -0.7654
19 C -0.1992
20 C -0.3058
21 C -0.7226
22 C -0.8124
23 C 0.3924
24 C -1.2687
25 C -1.0970
26 C 0.5278
27 C -0.2470
28 C -0.8963
29 C -1.0394
30 C -1.4263
31 C -0.5952
32 C -0.9646
33 C -0.5290
34 C -1.0717
35 C -0.8475
36 C -0.5464
37 C 0.5065
38 C -0.0648
39 C -0.2676
40 C -0.8231
41 C -0.6778
42 C 2.0842
43 C -1.3107
44 C -0.8853
45 C -1.0425
46 C -0.9487
47 C 0.3178
48 C -1.0425
49 C -0.4918
50 C -0.2017
51 C -0.8356
52 C -0.3984
53 C 0.4299
54 C -0.6722
55 C -0.7560
56 C -0.8895
57 C -1.2076
58 C -1.0537
59 C -0.5518
60 C -1.1894
61 C -0.6851
62 C -0.5766
63 C -0.5661
64 C -1.6327
65 C -0.5605
66 C -0.5677
67 C -1.0587
68 H -0.7221
69 H 0.3760
70 H 0.3395
71 H 0.2640
72 H 0.3867
73 H 0.7279
74 H 0.4551
75 H 0.3234
76 H -0.0771
77 H 0.3614
78 H 0.3977
79 H 0.3959
80 H 0.3471
81 H 0.4570
82 H 0.5250
83 H 0.4781
84 H 0.3587
85 H 0.1987
86 H 0.3927
87 H 0.3642
88 H 0.3195
89 H 0.4686
90 H 0.3903
91 H -0.3160
92 H 0.5631
93 H 0.5085
94 H 0.4749
95 H 0.3512
96 H 0.4220
97 H 0.4437
98 H -0.0732
99 H 0.2262